Record 1
The following is a quantum chemistry calculation of 2 unconnected molecules or ions with the total composition C27H36BF6N3O11P, from the Open Molecules 2025 dataset.

Last column: Löwdin charge in e.
Element x y z (Å)
C -4.133 -2.019 -0.062  -0.099
O -3.826 -1.015 0.943  -0.244
C -4.652 0.169 0.809  -0.237
C -3.954 1.334 1.655  -0.141
C -2.752 2.098 0.912  -0.173
C -2.534 1.705 -0.627  -0.100
C -1.038 2.218 -1.009  0.018
C 0.182 1.276 -1.231  0.001
C 0.063 -0.314 -1.144  -0.115
C 0.215 -0.897 -2.637  -0.171
C -0.951 -1.930 -3.074  -0.152
C -0.325 -3.195 -3.852  -0.165
N -0.445 -4.448 -3.051  -0.143
C 0.202 -4.350 -1.713  -0.094
C -1.816 -4.964 -2.998  -0.384
C -2.710 -5.167 -1.691  -0.022
O -2.365 -5.248 -4.111  0.006
C 1.590 1.874 -1.568  0.069
C 2.913 0.972 -1.851  -0.304
O 3.063 0.638 -3.047  0.150
O 3.826 0.681 -0.793  0.090
C 3.783 -0.683 -0.362  -0.382
F 5.152 -1.147 -0.382  0.060
F 3.066 -1.564 -1.218  0.057
C 3.270 -0.925 1.125  -0.056
C 2.590 0.111 2.045  0.014
C 2.177 -0.321 3.501  -0.029
C 2.432 -1.740 4.084  0.026
C 3.130 -2.781 3.151  -0.038
C 3.407 -4.264 3.704  -0.390
F 4.162 -5.066 2.817  0.074
F 2.125 -4.886 3.824  0.053
F 4.003 -4.285 4.983  0.083
C 3.521 -2.369 1.705  0.083
C 1.710 3.419 -1.680  -0.041
P 3.261 4.400 -2.079  0.668
O 3.089 5.256 -3.360  -0.291
O 4.658 3.467 -2.307  -0.159
O 3.572 5.372 -0.693  -0.150
C 0.401 4.268 -1.449  0.091
B 0.399 5.925 -1.527  -0.474
O 0.778 6.717 -0.387  0.131
O 0.032 6.494 -2.797  0.128
N -0.857 3.647 -1.130  0.016
F -1.934 4.455 -0.951  0.098
H -4.111 -3.038 0.484  0.108
H -3.247 -2.019 -0.810  0.069
H -5.139 -1.806 -0.561  0.105
H -5.651 -0.072 1.345  0.141
H -4.926 0.444 -0.266  0.123
H -4.725 2.088 2.047  0.123
H -3.493 0.835 2.593  0.123
H -3.024 3.224 0.925  0.114
H -1.745 2.036 1.478  0.114
H -3.289 2.239 -1.322  0.143
H -2.533 0.587 -0.850  0.101
H -0.916 -0.701 -0.704  0.108
H 0.895 -0.660 -0.418  0.115
H 0.114 0.008 -3.355  0.124
H 1.237 -1.355 -2.871  0.095
H -1.600 -2.251 -2.189  0.077
H -1.645 -1.386 -3.822  0.124
H -0.848 -3.350 -4.872  0.136
H 0.800 -3.073 -4.099  0.133
H 0.288 -5.353 -1.161  0.111
H -0.371 -3.648 -0.986  0.080
H 1.241 -3.870 -1.870  0.099
H -2.997 -6.275 -1.608  0.103
H -2.284 -4.721 -0.732  0.061
H -3.704 -4.608 -1.890  0.096
H 2.400 1.173 1.683  0.100
H 1.655 0.421 4.212  0.085
H 2.096 -2.000 5.155  0.124
H 4.040 -3.187 1.078  0.129
H 4.665 3.235 -3.275  0.109
H 4.543 5.547 -0.689  0.097
H 0.414 7.617 -0.593  0.137
H -0.768 6.054 -3.164  0.121
C -0.510 2.491 6.243  0.045
N -1.253 1.681 5.241  -0.441
O -0.889 1.755 4.075  0.024
O -2.172 1.000 5.657  0.080
H 0.277 3.043 5.733  0.095
H -1.221 3.172 6.707  0.106
H -0.087 1.802 6.974  0.105

Values from the calculation:
* electronic energy: -81827.5503 eV
* gap between HOMO and LUMO: 6.2 eV
* total charge: +1
* HOMO: -11.208 eV
* LUMO: -5.00 eV

Record 2
The following is a quantum chemistry calculation of a molecular structure, C27H36CdN10O2P, from the Open Molecules 2025 dataset.

Last column: Löwdin charge in e.
Element x y z (Å)
Cd 0.943 0.961 1.354  1.402
N 5.178 1.750 0.571  0.051
C 4.141 2.427 1.088  -0.125
N 3.294 1.574 1.610  0.062
C 3.876 0.360 1.375  -0.339
N 5.025 0.434 0.744  0.141
C 3.253 -0.879 1.832  -0.214
C 3.841 -2.128 1.645  -0.055
N 3.292 -3.228 2.135  0.111
C 2.159 -3.094 2.815  -0.105
C 1.536 -1.863 2.960  -0.110
N 2.081 -0.757 2.467  0.032
H 6.001 2.098 0.108  0.167
H 4.040 3.499 1.076  0.137
H 4.770 -2.223 1.096  0.124
H 1.738 -3.996 3.241  0.115
H 0.594 -1.757 3.481  0.116
O 1.199 2.204 -0.267  -0.274
C 1.073 3.492 -0.056  -0.405
C 1.918 4.394 -0.737  -0.043
C 1.845 5.756 -0.536  -0.083
C 0.918 6.299 0.351  -0.096
C 0.049 5.450 1.001  -0.051
C 0.099 4.064 0.811  -0.114
C -0.923 3.236 1.451  -0.290
N -0.785 2.024 1.982  -0.022
C -2.032 1.619 2.408  -0.138
C -2.930 2.605 2.162  -0.080
N -2.220 3.607 1.546  0.130
H 2.629 3.977 -1.440  0.112
H 2.513 6.412 -1.081  0.108
H 0.879 7.365 0.525  0.103
H -0.678 5.858 1.695  0.112
H -2.186 0.669 2.889  0.103
H -3.988 2.664 2.349  0.121
H -2.587 4.487 1.226  0.164
O -0.086 -0.830 0.595  -0.386
P -0.880 -1.443 -0.527  0.562
N -2.010 -0.437 -1.202  -0.178
C -1.469 0.819 -1.752  -0.196
C -2.710 1.465 -2.346  -0.153
C -3.784 1.157 -1.296  -0.149
C -3.365 -0.191 -0.679  -0.181
N 0.134 -1.897 -1.727  -0.196
C 1.525 -1.427 -1.843  -0.184
C 1.828 -1.562 -3.335  -0.160
C 0.921 -2.718 -3.768  -0.160
C -0.365 -2.423 -3.005  -0.189
N -1.707 -2.826 -0.091  -0.172
C -2.672 -2.748 1.033  -0.192
C -2.592 -4.110 1.744  -0.154
C -1.785 -4.995 0.789  -0.161
C -0.843 -4.006 0.123  -0.202
H -0.693 0.608 -2.491  0.116
H -1.027 1.458 -0.976  0.089
H -2.956 0.983 -3.293  0.115
H -2.581 2.533 -2.518  0.114
H -4.780 1.108 -1.732  0.111
H -3.790 1.933 -0.528  0.089
H -4.022 -1.003 -0.992  0.113
H -3.384 -0.130 0.413  0.090
H 2.188 -2.074 -1.257  0.111
H 1.642 -0.404 -1.477  0.094
H 2.883 -1.752 -3.523  0.113
H 1.542 -0.650 -3.863  0.114
H 1.345 -3.667 -3.435  0.116
H 0.767 -2.762 -4.844  0.115
H -0.988 -3.304 -2.841  0.111
H -0.967 -1.675 -3.533  0.113
H -3.671 -2.562 0.639  0.102
H -2.417 -1.934 1.720  0.097
H -3.582 -4.516 1.941  0.111
H -2.075 -4.013 2.700  0.106
H -2.439 -5.436 0.036  0.118
H -1.251 -5.795 1.299  0.114
H -0.442 -4.366 -0.823  0.108
H -0.002 -3.771 0.786  0.104

Values from the calculation:
* electronic energy: -61431.5542 eV
* gap between HOMO and LUMO: 7.2 eV
* total charge: +1
* HOMO: -10.120 eV
* LUMO: -2.92 eV

Record 3
The following is a quantum chemistry calculation of 6 unconnected molecules or ions with the total composition C27H36Cl10F3O4P, from the Open Molecules 2025 dataset.

Last column: Löwdin charge in e.
Element x y z (Å)
C 3.414 -2.532 2.322  -0.084
C 3.460 -0.999 2.596  -0.166
C 2.094 -0.363 2.485  -0.096
C 1.733 0.634 1.662  -0.058
C 2.687 1.305 0.685  -0.066
C 2.483 0.826 -0.756  -0.154
C 1.394 1.271 -1.492  -0.043
C 1.144 0.865 -2.793  -0.187
C 2.009 -0.015 -3.439  -0.233
C 3.097 -0.467 -2.700  -0.062
C 3.365 -0.059 -1.400  -0.206
C 4.625 -0.602 -0.733  -0.034
C 0.302 1.149 1.711  -0.242
O 0.103 2.290 1.355  0.123
C -0.824 0.218 2.172  -0.004
C -2.267 0.430 1.706  -0.586
F -3.177 0.337 2.673  0.113
F -2.522 -0.459 0.716  0.134
F -2.454 1.641 1.143  0.136
C -0.457 -0.796 2.964  -0.140
P -1.676 -2.066 3.607  0.899
O -1.286 -2.310 5.190  -0.273
O -1.525 -3.498 2.772  -0.273
C 1.013 -0.939 3.378  -0.304
O 1.341 -1.535 4.382  0.119
H 4.402 -2.861 1.970  0.071
H 3.190 -3.088 3.242  0.073
H 2.661 -2.802 1.570  0.082
H 3.810 -0.833 3.627  0.126
H 4.183 -0.560 1.906  0.077
H 3.730 1.265 1.006  0.105
H 2.424 2.377 0.675  0.127
H 0.684 1.981 -1.063  0.113
H 0.264 1.253 -3.303  0.100
H 1.859 -0.347 -4.460  0.083
H 3.784 -1.181 -3.158  0.115
H 4.419 -1.487 -0.115  0.069
H 5.364 -0.905 -1.485  0.081
H 5.064 0.209 -0.134  0.075
H -2.073 -2.611 5.670  -0.001
H -1.341 -3.362 1.832  0.055
Cl -1.430 -7.597 7.373  0.540
C -2.540 -6.841 6.201  -0.662
C -2.371 -5.344 6.142  -0.674
Cl -2.929 -4.542 7.638  0.552
H -3.556 -7.117 6.473  0.069
H -2.316 -7.274 5.227  0.074
H -2.965 -4.939 5.322  0.069
H -1.332 -5.064 5.978  0.067
Cl -8.436 2.418 -0.587  0.538
C -7.113 2.311 0.602  -0.667
C -6.136 1.211 0.272  -0.669
Cl -6.850 -0.407 0.480  0.542
H -7.556 2.168 1.586  0.064
H -6.601 3.273 0.594  0.072
H -5.278 1.268 0.941  0.048
H -5.775 1.291 -0.751  0.071
Cl 5.813 1.776 -5.533  0.539
C 4.542 2.360 -6.645  -0.724
C 3.464 3.126 -5.921  -0.611
Cl 2.482 2.065 -4.866  0.740
H 4.135 1.503 -7.169  0.020
H 5.029 3.006 -7.371  0.026
H 2.786 3.577 -6.645  0.047
H 3.882 3.920 -5.305  0.072
Cl 4.575 1.805 -9.743  0.616
C 3.419 2.566 -10.865  -0.638
C 3.612 4.059 -10.948  -0.654
Cl 3.149 4.881 -9.434  0.557
H 2.413 2.311 -10.537  0.072
H 3.582 2.118 -11.844  0.073
H 2.982 4.469 -11.737  0.074
H 4.645 4.316 -11.167  0.070
Cl -7.980 0.215 5.173  0.540
C -6.581 1.046 5.897  -0.665
C -5.292 0.675 5.209  -0.668
Cl -4.824 -1.015 5.513  0.550
H -6.555 0.805 6.958  0.068
H -6.758 2.116 5.795  0.072
H -4.480 1.299 5.582  0.076
H -5.361 0.815 4.132  0.051

Values from the calculation:
* electronic energy: -179439.0242 eV
* gap between HOMO and LUMO: 6.7 eV
* HOMO: -8.281 eV
* SMILES: CCC1=C(Cc2ccccc2C)C(=O)C(C(F)(F)F)=C(P(O)O)C1=O.ClCCCl.ClCCCl.ClCCCl.ClCCCl.ClCCCl
* LUMO: -1.56 eV